(1)
C22H25N2O3P as an isolated structure, computed with ωB97M-V/def2-TZVPD.

Positions of all 53 atoms, in Å:
C 0.496 -4.611 -2.977
C 1.063 -3.225 -3.128
O 0.291 -2.214 -2.362
P 0.512 -0.663 -2.707
C 1.331 0.231 -1.321
C 2.769 0.232 -1.425
N 3.949 0.176 -1.344
O 1.031 -0.484 -4.101
O -0.953 0.012 -2.418
C -2.204 -0.575 -2.882
C -3.226 0.535 -2.893
H 1.144 -5.349 -3.451
H 0.406 -4.922 -1.943
H -0.466 -4.702 -3.472
H 2.093 -3.170 -2.752
H 1.045 -2.905 -4.182
H 0.851 1.272 -1.302
H -2.056 -0.987 -3.893
H -2.488 -1.379 -2.185
H -4.245 0.191 -3.072
H -3.226 1.078 -1.951
H -3.001 1.248 -3.686
C -2.997 -1.861 0.999
N -1.897 -0.952 1.261
C -0.644 -1.079 0.712
C 0.180 -0.076 1.224
C 1.496 0.113 0.655
C 2.303 1.250 1.244
C 1.897 2.576 1.054
C 2.669 3.655 1.530
C 3.891 3.409 2.182
C 4.290 2.080 2.408
C 3.520 1.020 1.910
C -0.630 0.714 2.122
C -0.395 1.801 2.956
C -1.472 2.377 3.642
C -2.747 1.820 3.610
C -3.010 0.688 2.813
C -1.923 0.151 2.116
H -3.926 -1.452 1.419
H -3.142 -2.008 -0.083
H -2.813 -2.850 1.452
H -0.410 -1.858 -0.003
H 2.043 -0.831 0.625
H 0.951 2.758 0.536
H 2.322 4.675 1.323
H 4.478 4.266 2.543
H 5.259 1.904 2.903
H 3.874 -0.005 2.082
H 0.595 2.193 3.077
H -1.317 3.270 4.249
H -3.589 2.271 4.145
H -3.969 0.193 2.740

Summary:
HOMO energy, eV: -7.7
Frontier orbital gap, eV: 7.815
Multiplicity: 1
Largest force on an atom, eV/Å: 3.70
E_tot, hartree: -1529.925418

(2)
One molecule with the formula C22H25N3O4, computed with ωB97M-V/def2-TZVPD.

Positions of all 54 atoms, in Å:
C -0.547 5.334 2.291
C 0.513 4.240 2.332
C 0.298 3.239 3.468
C -0.960 2.382 3.315
N -0.916 1.579 2.099
C -0.128 0.443 2.116
O 0.467 0.139 3.133
C -0.085 -0.362 0.883
C 0.576 -1.557 1.042
C 0.855 -2.709 0.258
C 1.568 -3.748 0.894
C 1.885 -4.916 0.255
C 1.503 -5.138 -1.084
N 1.811 -6.293 -1.727
C 1.300 -6.562 -3.050
C 2.675 -7.273 -1.114
C 0.789 -4.104 -1.723
C 0.482 -2.935 -1.079
C -0.687 0.178 -0.329
O -0.570 -0.284 -1.448
N -1.458 1.324 -0.157
C -2.086 1.913 -1.345
C -1.285 3.068 -1.845
C -1.213 4.363 -1.423
C -0.240 4.990 -2.238
C 0.207 4.028 -3.090
O -0.416 2.863 -2.859
C -1.659 2.006 1.024
O -2.440 2.929 1.099
H -0.618 5.833 3.255
H -0.289 6.076 1.538
H -1.519 4.919 2.039
H 0.525 3.715 1.373
H 1.496 4.697 2.465
H 0.222 3.776 4.415
H 1.159 2.570 3.528
H -1.033 1.695 4.161
H -1.856 3.001 3.261
H 0.959 -1.648 2.058
H 1.869 -3.620 1.924
H 2.422 -5.675 0.800
H 0.221 -6.398 -3.087
H 1.778 -5.927 -3.802
H 1.490 -7.601 -3.308
H 2.177 -7.783 -0.283
H 3.588 -6.805 -0.741
H 2.958 -8.020 -1.852
H 0.488 -4.212 -2.752
H -0.046 -2.164 -1.614
H -3.087 2.243 -1.062
H -2.125 1.133 -2.107
H -1.785 4.803 -0.633
H 0.078 6.011 -2.193
H 0.935 4.047 -3.877

Summary:
HOMO energy, eV: -7.8
Frontier orbital gap, eV: 7.300
Structure (SMILES): CCCCN1C(=O)/C(=C/c2ccc(N(C)C)cc2)C(=O)N(Cc2ccco2)C1=O
ΔE to the lowest compared entry with this formula, charge and spin, kcal per mole: 31.7
Multiplicity: 1
Largest force on an atom, eV/Å: 0.91
E_tot, hartree: -1318.597095

(3)
C22H25N3O4S as an isolated structure, computed with ωB97M-V/def2-TZVPD.

Positions of all 55 atoms, in Å:
C -2.232 0.260 -6.478
C -1.641 1.209 -5.507
C -1.866 2.508 -5.624
C -1.304 3.357 -4.489
C -0.421 2.866 -3.359
C -0.440 1.441 -3.205
C -1.008 0.668 -4.116
H -0.667 -0.550 -4.296
H 0.180 0.897 -2.490
N -0.140 3.651 -2.365
S 1.140 3.105 -1.561
O 2.260 2.436 -2.337
O 1.784 4.638 -0.876
C 0.608 2.130 -0.272
C 1.461 0.932 -0.058
C 0.831 0.135 1.100
C -0.132 0.633 1.862
C -0.865 1.722 1.643
C -0.398 2.509 0.397
H -1.002 3.466 0.411
H -1.588 1.874 2.178
C -0.856 -0.522 2.951
O -1.976 -0.594 3.054
N 0.101 -1.091 3.651
H 1.356 -1.243 3.060
C -0.055 -2.158 4.330
H 0.478 -1.918 5.492
H -1.185 -2.335 4.380
C 0.395 -3.488 3.879
C -0.395 -3.668 2.548
C -1.314 -4.761 2.174
C -1.674 -4.418 0.957
C -1.148 -3.287 0.509
O -0.145 -2.825 1.558
H -1.116 -2.684 -0.296
H -2.696 -5.006 0.307
H -1.474 -5.513 2.814
N 1.650 -3.309 3.525
C 2.319 -4.522 2.612
H 3.270 -4.462 2.434
H 1.682 -4.359 1.723
H 2.015 -5.521 3.276
C 2.718 -3.296 4.736
H 2.532 -2.284 5.293
H 2.629 -4.263 5.326
H 3.787 -3.086 4.235
H 0.287 -4.194 4.465
H 1.433 -0.636 1.110
H 2.213 0.638 -0.781
H -0.369 4.472 -2.411
H -1.479 4.342 -4.575
H -2.352 2.880 -6.333
H -1.286 -0.240 -7.198
H -2.837 -0.445 -6.014
H -2.815 0.918 -7.211

Summary:
HOMO energy, eV: -8.1
Frontier orbital gap, eV: 8.012
ΔE to the lowest compared entry with this formula, charge and spin, kcal per mole: 528.4
Multiplicity: 1
Largest force on an atom, eV/Å: 13.41
E_tot, hartree: -1715.983946

(4)
One molecule with the formula C22H25N5O5S, computed with ωB97M-V/def2-TZVPD.

Positions of all 58 atoms, in Å:
C -2.814 -0.669 -1.315
N -3.264 -1.475 -0.206
C -4.642 -1.902 -0.285
S -2.777 -0.854 1.278
O -3.583 -1.451 2.301
O -2.697 0.586 1.239
C -1.111 -1.487 1.423
C -0.816 -2.805 1.135
C 0.484 -3.251 1.324
C 1.469 -2.397 1.789
C 1.162 -1.066 2.058
N 2.124 -0.124 2.422
C 3.431 -0.137 1.954
O 4.160 -1.093 1.982
C 3.857 1.271 1.516
O 2.791 1.908 0.811
C 2.215 1.109 -0.129
N 2.762 -0.053 -0.281
C 2.214 -0.971 -1.114
C 2.804 -2.229 -1.275
C 2.197 -3.150 -2.090
C 1.009 -2.833 -2.760
C 0.420 -1.604 -2.617
C 1.012 -0.642 -1.780
N 0.442 0.571 -1.613
C 1.005 1.479 -0.837
N 0.418 2.693 -0.784
C 0.725 3.772 0.124
C -0.483 4.011 1.045
O -1.628 4.313 0.291
C -1.953 3.237 -0.568
C -0.797 2.951 -1.534
C -0.146 -0.620 1.880
H -2.893 -1.254 -2.231
H -1.774 -0.397 -1.148
H -3.406 0.248 -1.419
H -5.320 -1.070 -0.505
H -4.737 -2.660 -1.064
H -4.906 -2.330 0.679
H -1.593 -3.455 0.770
H 0.736 -4.277 1.104
H 2.484 -2.737 1.921
H 1.729 0.805 2.518
H 4.743 1.182 0.881
H 4.068 1.914 2.373
H 3.720 -2.440 -0.747
H 2.637 -4.127 -2.224
H 0.555 -3.572 -3.404
H -0.485 -1.346 -3.143
H 1.616 3.556 0.706
H 0.894 4.680 -0.468
H -0.304 4.868 1.696
H -0.666 3.114 1.658
H -2.840 3.550 -1.120
H -2.184 2.340 0.023
H -1.013 2.083 -2.154
H -0.626 3.832 -2.164
H -0.426 0.405 2.076

Summary:
HOMO energy, eV: -8.0
Frontier orbital gap, eV: 7.988
Structure (SMILES): CN(C)S(=O)(=O)c1cccc(NC(=O)COc2nc3ccccc3nc2N2CCOCC2)c1
ΔE to the lowest compared entry with this formula, charge and spin, kcal per mole: 62.5
Multiplicity: 1
Largest force on an atom, eV/Å: 1.23
E_tot, hartree: -1901.506406

(5)
One molecule with the formula C22H26Cl2N2O2, computed with ωB97M-V/def2-TZVPD.

Positions of all 54 atoms, in Å:
C 0.339 5.069 -1.555
O 1.126 3.940 -1.853
C 0.738 2.731 -1.370
C -0.406 2.496 -0.615
C -0.699 1.213 -0.190
C 0.115 0.133 -0.501
C -0.311 -1.246 -0.045
C 0.882 -2.217 0.143
N 1.836 -1.659 1.072
C 1.717 -1.850 2.404
O 1.024 -2.704 2.909
C 2.556 -0.858 3.218
C 1.963 0.503 3.005
C 0.721 0.809 3.553
C 0.129 2.034 3.319
C 0.772 2.976 2.531
Cl 0.039 4.510 2.266
C 2.010 2.680 1.970
Cl 2.827 3.835 0.989
C 2.594 1.445 2.204
N -1.364 -1.733 -0.918
C -0.987 -1.961 -2.298
C -2.250 -2.045 -3.153
C -3.138 -3.181 -2.657
C -3.430 -2.977 -1.174
C -2.120 -2.855 -0.399
C 1.259 0.380 -1.255
C 1.571 1.655 -1.677
H 0.845 5.912 -2.022
H 0.273 5.239 -0.476
H -0.670 4.975 -1.971
H -1.075 3.300 -0.355
H -1.594 1.043 0.390
H -0.770 -1.132 0.947
H 0.520 -3.151 0.576
H 1.380 -2.430 -0.805
H 2.311 -0.825 0.757
H 2.497 -1.149 4.267
H 3.594 -0.892 2.890
H 0.217 0.077 4.164
H -0.833 2.271 3.747
H 3.559 1.238 1.767
H -0.370 -1.125 -2.635
H -0.410 -2.896 -2.419
H -2.789 -1.100 -3.072
H -1.976 -2.200 -4.198
H -4.068 -3.213 -3.227
H -2.623 -4.135 -2.799
H -4.003 -2.058 -1.042
H -4.013 -3.810 -0.779
H -2.328 -2.678 0.659
H -1.562 -3.804 -0.485
H 1.919 -0.427 -1.538
H 2.457 1.845 -2.263

Summary:
HOMO energy, eV: -8.2
Frontier orbital gap, eV: 8.852
Structure (SMILES): COc1ccc([C@H](CNC(=O)Cc2ccc(Cl)c(Cl)c2)N2CCCCC2)cc1
Multiplicity: 1
Largest force on an atom, eV/Å: 0.75
E_tot, hartree: -2034.335971

(6)
C22H26ClF6N2O9P3S2W as an isolated structure, computed with ωB97M-V/def2-TZVPD.

Positions of all 72 atoms, in Å:
W 1.136 -0.232 0.024
Cl 2.668 3.637 -5.853
C 2.178 2.449 -4.695
C 2.776 1.196 -4.698
C 2.401 0.243 -3.762
C 1.441 0.564 -2.831
O 1.027 -0.338 -1.896
C 0.820 1.798 -2.830
C -0.250 2.123 -1.890
N -0.707 1.377 -0.952
C -1.888 1.797 -0.312
C -2.801 2.588 -0.944
C -4.018 2.959 -0.355
C -4.400 2.373 0.856
C -3.577 1.511 1.517
C -4.071 0.714 2.613
C -3.299 -0.195 3.195
C -1.862 -0.326 2.804
N -1.658 0.002 1.376
C -2.110 1.383 1.120
C 1.198 2.752 -3.771
H 3.541 0.971 -5.428
H 2.865 -0.734 -3.735
H -0.670 3.120 -2.017
H -2.617 2.904 -1.961
H -4.698 3.611 -0.884
H -5.395 2.544 1.247
H -5.101 0.855 2.919
H -3.633 -0.808 4.022
H -1.530 -1.343 2.942
H 0.719 3.724 -3.782
C -2.268 -2.701 -0.412
P -0.844 -1.828 -1.127
C -1.426 -1.368 -2.775
C 0.214 -3.264 -1.514
C 0.675 -3.966 -0.235
P 1.015 -2.781 1.122
C -0.143 -3.297 2.424
C 2.552 -3.404 1.845
H -2.705 -3.317 -1.200
H -3.012 -1.994 -0.044
H -1.970 -3.337 0.414
H -1.585 -2.291 -3.333
H -0.714 -0.740 -3.299
H -2.373 -0.830 -2.694
H 1.070 -2.893 -2.074
H -0.340 -3.949 -2.158
H 1.591 -4.524 -0.426
H -0.081 -4.673 0.109
H 0.060 -4.347 2.639
H -1.184 -3.186 2.137
H 0.031 -2.713 3.330
H 2.407 -4.466 2.045
H 2.750 -2.884 2.783
H 3.408 -3.265 1.195
F 1.558 1.746 0.092
P 2.427 2.711 1.776
F 1.617 1.500 2.424
F 2.974 3.347 3.089
F 3.637 1.725 1.553
F 3.057 3.662 0.692
F 1.101 3.544 1.698
O -0.375 2.802 4.181
S -1.476 2.105 3.599
O -1.024 0.496 3.634
O -0.274 -0.157 1.195
O -1.300 2.273 1.940
O 2.661 -0.630 1.238
S 3.568 -0.896 -0.034
O 2.631 -1.916 -0.672
O 3.255 0.301 -0.834
O 4.890 -1.281 0.244

Summary:
⟨S²⟩: 0.82
HOMO energy (alpha / beta), eV: -10.6 / -11.6
Frontier orbital gap (alpha / beta), eV: 5.817 / 6.723
ΔE to the lowest compared entry with this formula, charge and spin, kcal per mole: 164.7
Multiplicity: 2
Largest force on an atom, eV/Å: 3.68
E_tot, hartree: -4587.396399
Net charge: +1

(7)
C22H26CuN5O as an isolated structure, computed with ωB97M-V/def2-TZVPD.

Positions of all 55 atoms, in Å:
Cu 0.263 -0.303 -0.825
C -3.465 -0.518 -0.613
N -2.353 0.107 0.077
C -2.205 -0.506 1.406
C -2.241 1.513 -0.008
C -3.424 2.289 -0.044
C -3.285 3.666 0.221
C -2.087 4.234 0.636
C -0.933 3.440 0.646
C -0.953 2.175 -0.066
N 0.172 1.511 -0.399
C 1.349 2.299 -0.422
C 1.415 3.547 -1.047
C 2.567 4.312 -1.095
C 3.744 3.860 -0.409
C 3.786 2.598 0.101
C 2.626 1.789 0.074
N 2.673 0.473 0.452
C 3.992 -0.233 0.288
C 1.903 -0.024 1.609
H -4.354 -0.519 0.043
H -3.217 -1.497 -0.987
H -3.642 0.088 -1.453
H -3.061 -0.243 2.044
H -1.235 -0.255 1.852
H -2.231 -1.608 1.282
H -4.391 1.961 -0.256
H -4.135 4.339 0.022
H -2.077 5.309 0.925
H 0.005 3.955 0.993
H 0.421 3.770 -1.459
H 2.584 5.300 -1.558
H 4.570 4.548 -0.285
H 4.750 2.091 0.448
H 4.774 0.026 1.022
H 4.417 -0.151 -0.688
H 3.824 -1.316 0.383
H 2.571 -0.694 2.207
H 1.038 -0.571 1.238
H 1.492 0.763 2.219
N -2.949 -4.815 -0.248
C -1.739 -5.218 -0.704
O -1.600 -6.339 -1.211
C -0.606 -4.311 -0.627
C 0.706 -4.879 -0.515
C 1.847 -4.027 -0.612
C 1.574 -2.687 -0.705
N 0.330 -2.130 -0.715
C -0.734 -2.979 -0.590
H -3.667 -5.492 -0.217
H -3.206 -3.886 0.066
H 0.790 -5.963 -0.481
H 2.922 -4.380 -0.680
H 2.378 -1.910 -0.832
H -1.695 -2.508 -0.502

Summary:
HOMO energy, eV: -6.2
Frontier orbital gap, eV: 5.474
Multiplicity: 1
Largest force on an atom, eV/Å: 3.76
E_tot, hartree: -2843.347978

(8)
A 2-piece molecular cluster, C22H26F2N3 overall, computed with ωB97M-V/def2-TZVPD.

Positions of all 53 atoms, in Å:
C -0.910 -5.804 -1.063
C -0.664 -4.470 -0.466
C 0.152 -4.374 0.661
F 0.622 -5.541 1.214
C 0.493 -3.179 1.251
C 0.050 -1.951 0.649
C 0.493 -0.691 1.085
C 1.375 -0.463 2.187
C 2.535 -1.270 2.412
C 3.375 -0.985 3.469
F 4.498 -1.755 3.659
C 3.143 0.052 4.369
C 4.069 0.253 5.513
C 1.995 0.837 4.166
C 1.149 0.617 3.087
C -0.878 -2.046 -0.437
C -1.216 -3.275 -0.969
H -1.770 -5.756 -1.737
H -0.045 -6.160 -1.642
H -1.107 -6.558 -0.289
H 1.121 -3.172 2.137
H 0.149 0.166 0.509
H 2.770 -2.093 1.741
H 3.818 1.186 6.025
H 3.992 -0.560 6.248
H 5.112 0.294 5.181
H 1.780 1.635 4.880
H 0.272 1.252 2.922
H -1.272 -1.103 -0.836
H -1.903 -3.341 -1.817
C -1.246 3.649 -0.135
C -1.123 2.193 0.235
N -0.654 1.366 -0.853
C -0.951 1.751 -2.076
N -1.668 2.874 -2.383
C -2.076 3.830 -1.373
C -2.261 3.155 -3.669
C -2.042 2.053 -4.671
C -0.678 1.432 -4.516
N -0.536 0.982 -3.146
H -1.714 4.210 0.674
H -0.251 4.067 -0.297
H -0.385 2.078 1.038
H -2.094 1.843 0.636
H -3.144 3.672 -1.156
H -1.957 4.831 -1.791
H -3.339 3.332 -3.531
H -1.844 4.107 -4.038
H -2.817 1.291 -4.547
H -2.149 2.476 -5.668
H -0.572 0.569 -5.176
H 0.101 2.167 -4.761
H 0.201 0.328 -2.904

Summary:
HOMO energy, eV: -10.7
Frontier orbital gap, eV: 5.321
ΔE to the lowest compared entry with this formula, charge and spin, kcal per mole: 0.0
Multiplicity: 1
Largest force on an atom, eV/Å: 1.51
E_tot, hartree: -1217.674164
Net charge: +1

Molar mass list, top to bottom, in g mol⁻¹: 396.43, 395.46, 427.53, 471.54, 421.37, 952.79, 440.03, 370.47